Entry 1:
# C53H89N16O3P3

10 unconnected molecules or ions with the total composition C53H89N16O3P3 (the ωB97M-V functional and the def2-TZVPD basis, the OMol25 dataset).

Geometry as ORCA input:
```
! wB97M-V def2-TZVPD RIJCOSX def2/J DEFGRID3
* xyz 0 1
N 12.714 17.633 18.284
C 11.711 18.316 18.874
C 10.483 17.750 19.151
C 10.274 16.428 18.834
C 11.232 15.734 18.084
C 12.469 16.348 17.885
H 11.857 19.356 19.128
H 9.716 18.266 19.722
H 9.368 15.973 19.146
H 11.052 14.710 17.725
H 13.274 15.841 17.334
N 18.077 20.846 14.599
C 18.678 19.663 14.760
C 18.681 18.926 15.877
C 18.054 19.443 17.033
C 17.608 20.693 16.910
C 17.492 21.306 15.679
H 19.225 19.240 13.895
H 19.119 17.956 15.981
H 18.127 18.926 18.019
H 17.332 21.359 17.703
H 16.967 22.294 15.633
N 21.933 14.811 13.716
C 23.064 15.509 13.831
C 23.132 16.879 13.531
C 21.936 17.530 13.167
C 20.813 16.767 12.947
C 20.870 15.418 13.225
H 23.908 14.868 14.184
H 24.116 17.400 13.619
H 21.932 18.545 12.733
H 19.910 17.278 12.491
H 19.902 14.879 13.104
N 18.987 9.828 13.187
C 19.700 10.719 13.911
C 20.037 11.982 13.436
C 19.665 12.315 12.149
C 18.928 11.434 11.404
C 18.632 10.208 11.959
H 20.020 10.400 14.885
H 20.542 12.644 14.069
H 19.948 13.309 11.758
H 18.568 11.701 10.378
H 18.034 9.482 11.403
N 17.356 15.245 20.642
C 18.157 16.242 20.979
C 17.873 17.605 20.891
C 16.573 17.949 20.424
C 15.745 16.980 19.966
C 16.219 15.634 20.021
H 19.155 16.018 21.324
H 18.477 18.262 21.409
H 16.313 19.027 20.419
H 14.749 17.229 19.645
H 15.559 14.825 19.689
N 15.170 12.130 16.606
C 16.115 13.003 16.403
C 16.801 13.149 15.183
C 16.554 12.218 14.205
C 15.582 11.266 14.418
C 14.954 11.297 15.591
H 16.499 13.654 17.214
H 17.516 13.963 15.107
H 17.054 12.242 13.287
H 15.413 10.391 13.802
H 14.165 10.574 15.840
N 19.441 11.496 17.297
C 19.752 12.530 18.155
C 19.061 12.626 19.382
C 18.068 11.682 19.684
C 17.794 10.618 18.828
C 18.476 10.641 17.651
H 20.508 13.200 17.784
H 19.270 13.474 20.046
H 17.572 11.767 20.679
H 17.064 9.844 19.059
H 18.300 9.862 16.930
O 9.639 11.314 18.156
P 10.099 10.012 18.688
N 9.070 9.384 19.809
C 8.398 10.244 20.745
C 9.174 7.933 20.110
N 11.590 10.169 19.331
C 12.462 11.183 18.797
C 12.219 9.147 20.205
N 10.066 8.816 17.495
C 8.732 8.530 16.966
C 11.133 8.615 16.566
H 7.348 10.261 20.515
H 8.750 11.254 20.578
H 8.476 9.907 21.803
H 10.021 7.473 19.559
H 8.187 7.528 19.707
H 9.238 7.790 21.185
H 11.860 12.000 18.298
H 12.963 11.604 19.675
H 13.175 10.796 18.042
H 12.709 8.285 19.664
H 12.965 9.729 20.799
H 11.509 8.598 20.845
H 8.618 9.045 16.014
H 8.671 7.482 16.774
H 7.893 8.764 17.598
H 11.171 7.597 16.225
H 12.123 8.747 17.038
H 11.042 9.181 15.654
O 13.046 14.729 24.292
P 12.303 13.681 23.478
N 10.742 14.178 23.204
C 9.534 13.331 22.862
C 10.398 15.593 23.381
N 12.332 12.149 24.107
C 12.081 10.966 23.363
C 12.016 11.931 25.495
N 13.079 13.381 22.043
C 14.483 12.972 22.003
C 12.804 14.345 20.962
H 9.632 12.289 23.180
H 9.168 13.366 21.860
H 8.751 13.760 23.429
H 9.485 15.601 23.959
H 10.122 15.970 22.307
H 11.254 16.152 23.867
H 11.167 10.515 23.624
H 12.124 11.096 22.264
H 12.814 10.239 23.615
H 12.509 11.064 25.849
H 12.446 12.747 26.128
H 10.969 11.784 25.667
H 15.148 13.835 22.190
H 14.738 12.301 22.859
H 14.579 12.437 21.064
H 13.598 15.104 20.965
H 11.920 14.823 21.211
H 12.747 13.919 19.953
O 17.502 14.697 12.059
P 16.233 15.345 11.644
N 16.485 15.999 10.181
C 17.751 16.583 9.823
C 15.254 16.215 9.347
N 15.642 16.558 12.647
C 15.866 18.003 12.267
C 15.767 16.308 14.100
N 15.065 14.217 11.565
C 13.640 14.355 11.926
C 15.397 12.871 11.179
H 17.734 17.657 9.502
H 18.231 15.973 9.040
H 18.420 16.540 10.696
H 14.394 15.965 9.938
H 15.294 15.658 8.361
H 15.233 17.252 9.176
H 16.883 18.338 12.615
H 15.752 18.253 11.215
H 15.104 18.622 12.810
H 15.145 16.960 14.740
H 15.463 15.267 14.205
H 16.843 16.352 14.366
H 13.444 13.842 12.880
H 13.385 15.412 12.046
H 12.999 14.007 11.086
H 15.274 12.699 10.103
H 14.750 12.153 11.702
H 16.411 12.487 11.307
*
```

## Properties
HOMO energy ... -0.31454 Ha
E_tot ... -4198.81947 Ha


Entry 2:
# C12H29CrN4O9S

A molecular structure, C12H29CrN4O9S (the ωB97M-V functional and the def2-TZVPD basis, the OMol25 dataset).

Geometry as ORCA input:
```
! wB97M-V def2-TZVPD RIJCOSX def2/J DEFGRID3
* xyz 1 5
Cr 0.104 -0.685 1.265
O -0.666 0.388 -0.095
H -0.872 1.123 -0.705
S -1.279 0.073 4.090
O -1.010 1.167 5.016
O -0.825 0.215 2.722
O -0.966 -1.234 4.624
O -2.639 0.395 4.345
C -1.829 -3.332 -2.297
O -2.093 -4.010 -1.244
N -2.243 -2.153 -2.508
C -1.850 -1.402 -3.660
C -3.170 -1.396 -1.620
H -1.245 -3.735 -3.139
H -2.678 -1.371 -4.368
H -0.949 -1.749 -4.167
H -1.525 -0.403 -3.371
H -4.134 -1.110 -2.041
H -3.297 -2.033 -0.745
H -2.759 -0.433 -1.320
C 2.326 -2.239 -0.885
O 1.636 -1.436 -0.243
N 3.070 -3.164 -0.302
C 4.290 -3.713 -1.005
C 3.207 -3.294 1.145
H 2.437 -2.212 -1.980
H 4.564 -4.722 -0.697
H 5.175 -3.088 -0.885
H 4.197 -3.734 -2.091
H 2.242 -3.053 1.590
H 3.402 -4.342 1.373
H 3.939 -2.562 1.487
C 2.271 1.644 0.782
O 1.572 0.848 1.239
N 3.611 1.654 0.976
C 4.421 2.501 0.082
C 4.278 0.706 1.970
H 1.879 2.287 -0.021
H 3.896 2.939 -0.767
H 5.193 1.825 -0.285
H 4.930 3.127 0.815
H 3.462 0.139 2.418
H 4.921 -0.006 1.452
H 4.874 1.108 2.789
C -2.782 3.813 -0.519
O -2.542 4.809 -1.117
N -3.971 3.452 -0.021
C -5.109 4.359 -0.021
C -4.216 2.123 0.472
H -2.027 3.014 -0.453
H -5.932 3.734 -0.366
H -4.815 5.308 -0.469
H -5.299 4.464 1.047
H -4.881 2.148 1.335
H -4.955 1.755 -0.240
H -3.336 1.496 0.614
*
```

## Properties
HOMO energy (alpha / beta) ... -0.41334 / -0.41334 Ha
Expectation value of S² ... 6.360
E_tot ... -2813.03624 Ha


Entry 3:
# C11H20MnN3O4PS4

A molecular structure, C11H20MnN3O4PS4 (the ωB97M-V functional and the def2-TZVPD basis, the OMol25 dataset).

Geometry as ORCA input:
```
! wB97M-V def2-TZVPD RIJCOSX def2/J DEFGRID3
* xyz 2 2
Mn -1.446 -0.599 0.281
C -1.945 -2.434 4.039
C -1.976 -1.175 3.209
C -2.779 -0.049 3.831
O -2.491 -1.475 1.847
C -0.566 -0.661 2.963
O 0.284 -0.630 3.796
O -0.385 -0.215 1.695
H -2.955 -2.732 4.336
H -1.357 -2.256 4.939
H -1.484 -3.249 3.482
H -3.795 -0.380 4.066
H -2.834 0.806 3.157
H -2.304 0.265 4.760
H -3.386 -1.823 1.921
S -2.662 -1.954 -1.133
S -4.383 -1.439 -1.871
S -4.062 -0.006 -3.374
S -2.227 0.428 -3.363
O -3.039 1.772 -0.388
C -2.425 0.862 -0.138
C 2.311 1.222 -3.216
N 1.950 2.105 -2.000
C 3.026 1.889 -0.910
N 3.150 0.510 -0.606
C 3.496 -0.272 -1.791
N 2.456 -0.133 -2.815
C 1.201 -0.801 -2.465
P 0.478 -0.021 -0.936
C 0.583 1.754 -1.487
C 2.006 -0.043 0.123
H 3.244 1.609 -3.618
H 1.516 1.340 -3.950
H 1.964 3.084 -2.288
H 2.725 2.464 -0.037
H 3.957 2.291 -1.306
H 3.598 -1.319 -1.516
H 4.445 0.075 -2.194
H 1.391 -1.856 -2.276
H 0.494 -0.731 -3.289
H 0.335 2.401 -0.647
H -0.143 1.929 -2.278
H 2.221 -1.070 0.412
H 1.813 0.515 1.034
*
```

## Properties
HOMO energy (alpha / beta) ... -0.56340 / -0.56319 Ha
Expectation value of S² ... 1.226
E_tot ... -3980.91353 Ha


Entry 4:
# C4H10OS

2 unconnected molecules or ions with the total composition C4H10OS (the ωB97M-V functional and the def2-TZVPD basis, the OMol25 dataset).

Geometry as ORCA input:
```
! wB97M-V def2-TZVPD RIJCOSX def2/J DEFGRID3
* xyz 0 1
C -1.386 0.939 -0.365
C -1.902 2.135 0.318
C -1.007 0.764 -1.601
C 3.283 -1.914 0.460
O -0.336 -1.406 0.422
S -1.204 -0.354 0.980
H -1.138 2.566 0.922
H -2.348 2.818 -0.302
H -2.596 1.762 1.136
H 2.645 -2.250 1.286
H -1.148 1.536 -2.367
H -0.530 -0.203 -2.027
H 3.327 -2.837 -0.250
H 2.582 -1.161 0.003
H 4.138 -1.434 0.743
H -2.380 -0.961 0.642
*
```

## Properties
HOMO energy ... -0.34314 Ha
E_tot ... -631.72079 Ha


Entry 5:
# C3H4LiLuO3

A molecular structure, C3H4LiLuO3 (the ωB97M-V functional and the def2-TZVPD basis, the OMol25 dataset).

Geometry as ORCA input:
```
! wB97M-V def2-TZVPD RIJCOSX def2/J DEFGRID3
* xyz 3 2
O 0.056 -0.281 0.185
C -0.423 -1.618 0.049
C -1.931 -1.546 -0.098
Lu 2.597 0.151 0.230
Li -1.145 2.965 -0.958
H -0.175 -2.174 0.959
H -0.332 -1.847 -1.095
H -2.429 -2.095 0.709
H -2.295 -2.014 -1.016
O -2.202 -0.039 0.328
C -1.100 0.567 0.581
O -0.879 1.745 0.441
*
```

## Properties
HOMO energy (alpha / beta) ... -0.78725 / -0.85066 Ha
Expectation value of S² ... 0.751
E_tot ... -1584.21592 Ha


Entry 6:
# C19H21N3O6RuS5

A molecular structure, C19H21N3O6RuS5 (the ωB97M-V functional and the def2-TZVPD basis, the OMol25 dataset).

Geometry as ORCA input:
```
! wB97M-V def2-TZVPD RIJCOSX def2/J DEFGRID3
* xyz 1 2
Ru -0.561 -0.387 0.029
C 1.369 2.116 0.583
C 0.343 3.015 -0.067
S -1.193 2.134 -0.525
C -1.219 2.258 -2.346
C -1.458 0.918 -3.015
S -0.371 -0.435 -2.535
C 1.320 0.067 -2.927
C 1.939 1.128 -2.037
S 1.793 0.599 -0.313
H 2.283 2.679 0.785
H 1.002 1.728 1.533
H 0.064 3.782 0.655
H 0.706 3.536 -0.950
H -2.055 2.910 -2.604
H -0.311 2.751 -2.680
H -2.440 0.529 -2.738
H -1.442 1.025 -4.101
H 1.863 -0.873 -2.802
H 1.371 0.340 -3.982
H 2.999 1.211 -2.277
H 1.492 2.107 -2.165
C -4.108 0.952 0.647
C -3.176 0.429 1.678
N -1.898 0.086 1.527
C -1.469 -0.404 2.740
C -2.467 -0.312 3.649
N -3.525 0.217 2.958
C -2.627 -0.649 5.093
O -1.613 -1.244 5.681
O -3.664 -0.364 5.632
C -0.089 -0.899 2.806
O 0.388 -1.408 3.795
O 0.541 -0.689 1.674
H -3.713 0.748 -0.345
H -4.247 2.028 0.755
H -5.080 0.468 0.738
H -4.419 0.393 3.399
H -0.841 -1.376 5.073
O 0.817 -6.530 1.555
S 1.072 -5.756 0.385
O 2.386 -5.665 -0.167
N 0.491 -4.194 0.650
C -0.496 -3.964 -0.120
S -1.434 -2.488 -0.044
C -0.910 -5.034 -1.071
C -1.917 -5.051 -2.019
C -2.096 -6.214 -2.758
C -1.288 -7.327 -2.549
C -0.267 -7.304 -1.604
C -0.103 -6.142 -0.883
H -2.543 -4.183 -2.178
H -2.875 -6.257 -3.507
H -1.455 -8.224 -3.130
H 0.372 -8.161 -1.441
*
```

## Properties
HOMO energy (alpha / beta) ... -0.42147 / -0.41855 Ha
Expectation value of S² ... 0.760
E_tot ... -3437.96612 Ha